Arrangement w

C4H11N4 | wB97M-V/def2-TZVPD

Results
Total charge: +1
Multiplicity: 3
Kohn-Sham gap (spin up / spin down), eV: 6.09 / 6.87

Last column: natural (NBO) charge in e.
Cartesian coordinates (Å):
C1 -1.15 -0.42 -1.23  -0.25
C2 0.43 -0.94 -0.55  0.06
C3 -3.20 0.19 0.19  -0.42
C4 2.71 -0.26 0.18  -0.40
N1 -0.11 -1.23 0.77  -0.24
N2 -1.27 -0.97 0.95  -0.03
N3 -1.92 -0.48 -0.02  -0.17
N4 1.45 0.12 -0.50  -0.50
H1 -1.26 0.56 -1.79  0.24
H2 -1.37 -1.35 -1.90  0.23
H3 0.74 -1.83 -1.02  0.23
H4 -3.06 1.08 0.84  0.22
H5 -3.60 0.45 -0.81  0.23
H6 -3.93 -0.49 0.65  0.25
H7 3.49 0.35 -0.11  0.23
H8 2.56 -0.18 1.24  0.25
H9 2.83 -1.23 -0.32  0.23
H10 1.60 0.49 -1.40  0.43
H11 1.17 0.89 0.06  0.43

---

Arrangement x

C4H11N4 | wB97M-V/def2-TZVPD

Results
Total charge: +1
Multiplicity: 3
Kohn-Sham gap (spin up / spin down), eV: 7.07 / 6.76

Last column: natural (NBO) charge in e.
Cartesian coordinates (Å):
C1 1.01 -0.78 -1.01  -0.20
C2 1.64 0.48 -0.45  -0.24
C3 -0.98 0.25 -0.15  0.68
C4 -0.77 -2.07 0.02  -0.18
N1 -3.11 1.29 0.36  -0.20
N2 -2.08 0.68 0.16  -0.16
N3 -0.31 -0.93 -0.35  -0.45
N4 0.75 1.61 -0.38  -0.76
H1 0.95 -0.55 -2.07  0.21
H2 1.47 -1.69 -0.78  0.24
H3 2.11 0.25 0.51  0.22
H4 2.45 0.72 -0.99  0.21
H5 -0.04 -0.32 2.15  -0.08
H6 0.10 -0.28 3.06  0.08
H7 -0.16 -2.90 -0.40  0.21
H8 -1.46 -2.29 0.95  0.24
H9 -3.15 2.29 0.74  0.38
H10 1.06 2.50 -0.04  0.42
H11 0.53 1.74 -1.35  0.37

---

Energies, relative to the best one, in eV: arrangement w 0.000; arrangement x 1.586.

---

Arrangement w

CH5BrN3 | wB97M-V/def2-TZVPD

Results
Total charge: +1
Kohn-Sham gap, eV: 9.10

Last column: natural (NBO) charge in e.
Cartesian coordinates (Å):
C1 -0.11 0.02 -0.21  0.68
N1 0.02 -1.05 1.53  -0.69
N2 1.10 0.30 -0.60  -0.61
N3 -1.30 0.16 -0.62  -0.76
Br1 1.47 1.40 -2.25  0.28
H1 0.94 -1.08 1.86  0.37
H2 -0.56 -0.39 1.93  0.35
H3 1.85 0.26 0.00  0.44
H4 -2.16 -0.36 -0.18  0.50
H5 -1.25 0.72 -1.46  0.44

---

Arrangement x

CH5BrN3 | wB97M-V/def2-TZVPD

Results
Total charge: +1
Kohn-Sham gap, eV: 10.37

Last column: natural (NBO) charge in e.
Cartesian coordinates (Å):
C1 1.33 -0.72 0.47  0.76
N1 1.05 0.44 0.19  -0.81
N2 1.43 -1.86 0.66  -0.52
N3 -1.33 0.74 -0.72  -0.89
Br1 -2.33 0.07 0.82  0.22
H1 1.48 1.31 0.72  0.47
H2 0.10 0.72 -0.28  0.46
H3 1.75 -2.79 0.53  0.48
H4 -1.68 1.69 -0.73  0.40
H5 -1.80 0.40 -1.65  0.43

---

Energies, relative to the best one, in eV: arrangement w 1.849; arrangement x 0.000.

---

Arrangement w

C2NO2S | wB97M-V/def2-TZVPD

Results
Total charge: -1
Kohn-Sham gap, eV: 7.38

Last column: natural (NBO) charge in e.
Cartesian coordinates (Å):
C1 0.70 -0.97 -0.80  0.55
C2 -0.66 1.25 0.62  0.62
N1 -1.14 0.53 -0.20  -0.80
O1 0.38 -0.89 -1.88  -0.46
O2 -0.41 1.82 1.67  -0.73
S1 1.13 -1.73 0.59  -0.18

---

Arrangement x

C2NO2S | wB97M-V/def2-TZVPD

Results
Total charge: -1
SMILES string: N#COC([O-])=S
Kohn-Sham gap, eV: 8.47

Last column: natural (NBO) charge in e.
Cartesian coordinates (Å):
C1 0.96 -0.88 -0.48  0.54
C2 -0.94 0.75 0.45  0.59
N1 -1.78 1.16 1.12  -0.61
O1 2.00 -0.41 -0.88  -0.58
O2 -0.20 0.43 -0.46  -0.63
S1 0.41 -2.37 0.02  -0.32

---

Energies, relative to the best one, in eV: arrangement w 0.000; arrangement x 0.058.